Entry from OMol25: C4H6S in the gas phase in a non-equilibrium geometry (ωB97M-V with the def2-TZVPD basis set).

The geometry in XYZ format:
```
11
Properties=species:S:1:pos:R:3
C -0.910 0.875 -0.451
C -0.015 1.645 0.051
C -0.608 -0.588 -0.517
C 0.662 -0.663 0.397
S 2.196 -1.150 -0.216
H -1.957 0.919 -0.914
H 0.117 2.690 0.243
H -1.521 -1.176 -0.106
H -0.451 -1.076 -1.443
H 0.567 -0.968 1.393
H 3.023 -1.204 0.848
```

Summary:
* ΔE to the lowest compared entry with this formula, charge and spin: 439.8 kJ/mol
* F_max: 4.90 eV Å⁻¹
* orbital gap (alpha / beta): 0.32187 / 0.27303 Ha
* total charge: 0
* electronic energy: -554.00467 a.u.